Formula: C50H55F9N2O6
Source: the OMol25 dataset
Level of theory: the ωB97M-V functional and the def2-TZVPD basis

HOMO-LUMO gap = 8.45 eV
E = -92463.323 eV
E_HOMO = -8.18 eV
Spin multiplicity = 1

```
122
Properties=species:S:1:pos:R:3:forces:R:3:lowdin_charge:R:1
N -4.82525 -0.04813 -0.41396 -0.4 0.4 0.0 0.0277
C -5.56056 1.10906 -0.42414 0.8 0.3 -0.3 -0.1527
C -6.85174 0.79750 -0.70419 -0.4 0.1 1.1 -0.1138
C -6.94960 -0.63040 -0.72387 -0.4 1.2 -1.0 -0.1080
C -5.67637 -1.08514 -0.63407 0.5 -1.3 0.2 -0.1751
H -3.82558 -0.10086 -0.36981 0.2 -0.2 0.1 0.1048
H -5.09706 2.06147 -0.22646 0.0 0.0 -0.1 0.1005
H -7.63644 1.53530 -0.67657 -0.2 -0.2 -0.2 0.0881
H -7.86142 -1.14559 -0.96318 0.1 -0.4 0.1 0.0908
H -5.29428 -2.08853 -0.73737 0.0 0.0 0.1 0.1151
N 1.02096 -5.78859 -3.69310 -0.8 0.4 1.0 0.0063
C 0.60742 -6.81719 -2.87694 -0.1 0.5 -0.5 -0.1373
C -0.08970 -6.25937 -1.83314 0.6 0.1 0.3 -0.1093
C -0.04991 -4.83248 -1.97375 -0.2 -1.0 -0.2 -0.1039
C 0.60461 -4.58620 -3.14477 1.3 0.0 -0.4 -0.1485
H 1.65788 -5.87536 -4.45528 0.1 0.0 -0.3 0.1329
H 0.79935 -7.82726 -3.20119 0.0 -0.1 0.4 0.1031
H -0.41249 -6.77860 -0.94662 -0.4 -0.1 -0.2 0.0868
H -0.48061 -4.14216 -1.26959 0.1 0.2 -0.1 0.0858
H 1.07433 -3.69420 -3.53555 -0.5 0.1 0.0 0.0861
C 6.20288 -2.51974 -3.25216 0.1 0.6 0.1 -0.0937
C 5.67517 -2.90808 -4.48390 -0.2 -0.4 0.5 -0.0913
C 4.34987 -2.60341 -4.78339 0.1 0.6 0.2 -0.0926
C 3.59668 -1.86015 -3.87769 -0.2 -0.3 0.6 -0.0961
C 4.13379 -1.42290 -2.66134 0.3 -0.2 -1.0 -0.0792
C 5.47469 -1.70399 -2.39004 -0.8 0.0 0.3 -0.0888
H 7.20494 -2.78585 -2.93189 0.0 -0.1 -0.4 0.1003
H 6.25998 -3.53622 -5.14424 0.0 0.1 -0.1 0.0987
H 3.89282 -2.86777 -5.72804 0.1 -0.2 0.0 0.0984
H 2.53347 -1.70745 -4.04546 0.2 0.2 -0.3 0.0856
H 3.48629 -0.86619 -1.99776 0.3 0.0 0.2 0.0658
H 5.90213 -1.31270 -1.47093 0.1 -0.2 -0.1 0.0908
C -0.22924 5.51598 1.99063 -0.2 0.4 0.1 -0.1001
C 0.71295 6.13971 2.78911 0.7 0.6 0.1 -0.0968
C 1.09487 7.45428 2.51274 -0.3 -0.5 -0.1 -0.0898
C 0.44771 8.17213 1.51524 0.4 0.7 0.2 -0.0966
C -0.57535 7.60292 0.77736 -0.2 -0.2 1.1 -0.0912
C -0.93175 6.29572 1.07703 -0.2 -0.4 -1.0 -0.0965
H -0.40415 4.45097 2.04280 -0.3 0.1 0.4 0.0747
H 1.19197 5.71337 3.66499 0.0 -0.6 -0.4 0.1025
H 1.93773 7.84339 3.07018 -0.2 0.4 0.0 0.1019
H 0.68614 9.22289 1.37408 0.2 -0.2 -0.2 0.1035
H -1.16072 8.19724 0.09309 0.0 0.0 -0.2 0.1023
H -1.77175 5.86867 0.53466 0.2 -0.2 0.0 0.1014
C 4.53917 0.25280 2.40197 -0.3 0.1 0.4 -0.0896
C 4.38615 0.09749 1.02373 -0.2 -0.4 0.7 -0.0812
C 3.73842 1.08796 0.32422 -0.4 0.8 -1.1 -0.1000
C 3.32196 2.27870 0.91822 -0.2 -0.8 0.7 -0.0878
C 3.45978 2.39390 2.29330 1.1 1.2 0.3 -0.0992
C 4.12816 1.41922 3.03544 -1.0 -0.7 -0.5 -0.0947
H 4.82975 -0.55291 3.06739 0.5 -0.1 -0.4 0.1001
H 4.66881 -0.83938 0.56165 0.0 0.1 -0.1 0.0920
H 3.48252 1.00580 -0.72868 0.4 -0.3 0.0 0.0853
H 2.79875 3.02285 0.33252 0.1 0.1 0.0 0.1043
H 3.25264 3.34304 2.78907 -0.5 -0.2 -0.1 0.0974
H 4.12372 1.43027 4.11740 0.3 0.4 0.0 0.0965
C -0.20053 -2.81581 -7.16282 -0.2 0.5 0.3 -0.0978
C 0.47403 -2.93945 -8.37159 -0.4 -0.5 0.1 -0.0978
C 0.81880 -1.81357 -9.10539 0.6 0.5 0.1 -0.1006
C 0.48178 -0.55702 -8.62893 -0.5 0.4 0.6 -0.0964
C -0.10161 -0.41900 -7.36574 0.6 -0.3 -0.5 -0.0899
C -0.39011 -1.55047 -6.61590 0.3 0.8 0.1 -0.0984
H -0.61666 -3.65858 -6.62704 0.5 -0.3 0.0 0.0935
H 0.71237 -3.94610 -8.70158 0.0 0.2 -0.2 0.1006
H 1.46630 -1.84348 -9.97527 -0.3 -0.4 -0.2 0.1013
H 0.67279 0.35956 -9.17488 0.3 -0.2 -0.2 0.0996
H -0.20791 0.57583 -6.95301 -0.2 -0.1 0.1 0.1003
H -0.62148 -1.34490 -5.57717 -0.6 -0.6 0.0 0.0832
C -4.53866 -2.04304 -3.81424 -1.3 0.4 -0.6 -0.0880
C -5.88751 -2.25537 -4.12267 0.5 -0.2 -0.5 -0.0945
C -6.23187 -3.04668 -5.21649 0.0 0.8 0.3 -0.0939
C -5.23839 -3.48088 -6.10218 -1.3 -0.1 0.8 -0.0953
C -3.91159 -3.25079 -5.79553 0.6 -0.2 -0.4 -0.0982
C -3.54273 -2.54918 -4.65243 -0.5 0.4 1.1 -0.0817
H -4.40155 -1.34407 -2.99675 0.7 -0.3 0.0 0.0820
H -6.66895 -1.71686 -3.59769 0.1 -0.3 0.3 0.0925
H -7.30457 -3.17598 -5.34376 0.3 -0.3 -0.6 0.0986
H -5.57595 -4.00625 -6.98837 0.4 -0.1 0.0 0.0998
H -3.18106 -3.64277 -6.49505 0.2 0.2 0.2 0.0897
H -2.54213 -2.34148 -4.28976 0.3 -0.3 -0.7 0.0863
C 3.79431 -2.04148 8.56873 -0.6 0.3 0.4 -0.0551
C 3.99586 -1.20170 7.31653 0.5 -0.3 0.7 -0.1956
O 2.77644 -1.06777 6.57749 -0.5 0.7 0.7 0.0368
C 2.43027 -2.11674 5.86098 0.0 1.7 -0.2 -0.4433
O 3.15256 -2.99206 5.56416 0.8 -2.1 -0.5 0.1982
C 1.03436 -1.95040 5.27276 -1.5 -1.1 -0.7 -0.4869
F 1.11340 -1.45976 4.00886 0.0 -0.1 0.9 0.1466
F 0.44172 -3.18230 5.17424 0.5 1.2 0.2 0.1364
F 0.23016 -1.17130 6.00463 0.4 -0.2 -0.4 0.1686
H 3.14470 -2.90380 8.41925 0.4 -0.2 -0.3 0.0822
H 3.27746 -1.45970 9.33726 0.1 0.1 -0.1 0.0803
H 4.75848 -2.33891 8.97600 0.0 -0.2 0.0 0.0836
H 4.78641 -1.62233 6.70044 -0.1 0.0 -0.3 0.1206
H 4.28834 -0.20622 7.63679 -0.1 0.2 -0.4 0.1249
C -3.49839 3.83654 4.88562 0.9 -0.2 0.4 -0.0524
C -2.55491 4.90677 5.42346 0.2 0.6 -0.9 -0.1701
O -1.47640 4.39158 6.25204 0.6 0.4 -0.6 0.0315
C -1.75463 3.71699 7.33491 1.6 0.6 -0.7 -0.4503
O -2.82782 3.52130 7.74248 -2.8 -0.8 1.6 0.1991
C -0.48632 3.22880 8.06313 0.2 -0.4 -0.7 -0.5301
F -0.72169 1.99965 8.55531 0.3 0.7 0.1 0.1630
F 0.56477 3.16431 7.22778 -0.1 -0.2 0.2 0.1521
F -0.15909 4.07553 9.03581 -0.1 -0.2 0.3 0.1786
H -2.87759 2.98565 4.58206 -0.2 -0.1 0.0 0.0777
H -4.04953 4.15399 4.00509 0.0 0.3 0.1 0.0806
H -4.16492 3.52708 5.68330 -0.2 -0.1 -0.2 0.0719
H -3.09717 5.73570 5.89009 0.2 -0.4 0.5 0.1308
H -1.94219 5.37814 4.64838 -0.4 -0.2 -0.2 0.1108
C -0.61922 1.05112 2.33642 0.0 -1.7 -0.2 -0.0427
C -0.64434 1.70671 0.97622 0.1 1.5 0.9 -0.1942
O 0.09420 1.00466 -0.02989 0.7 0.8 0.0 0.0560
C -0.54949 0.11108 -0.72489 2.2 0.3 0.2 -0.4298
O -1.60174 -0.32210 -0.46543 -3.0 -1.2 0.2 0.1868
C 0.25479 -0.36706 -1.93978 -0.4 -0.1 -0.2 -0.5392
F 1.37263 0.32449 -2.11495 0.0 0.1 -0.3 0.1699
F 0.56665 -1.65879 -1.87458 0.0 -0.1 0.2 0.1731
F -0.56550 -0.20779 -2.98806 0.3 0.1 -0.4 0.1623
H 0.34759 0.55882 2.48572 0.1 0.4 0.0 0.0756
H -1.32144 0.21186 2.38169 -0.2 0.2 0.1 0.0840
H -0.79871 1.70771 3.18246 -0.1 0.3 -0.2 0.0725
H -0.13362 2.66712 1.07412 0.3 -0.2 -0.3 0.0952
H -1.63764 1.98512 0.61985 -0.1 -0.5 -0.1 0.1298
```
Forces are in eV/Å.